1.
DFT (wB97M-V/def2-TZVPD) results for a single C2H12Si3 molecule.

Its relative energy (zero: lowest compared OMol25 entry of this formula, charge and spin) is 1.854 eV. The calculation puts the strongest force on any atom at 5.20 eV/A. As for the HOMO-LUMO gap (spin up / spin down): 5.71 / 6.72 eV. The highest occupied orbital energy (spin up / spin down) is -4.9394 / -10.2298 eV.

```
! wB97M-V def2-TZVPD RIJCOSX def2/J DEFGRID3
* xyz 0 3
Si -0.894 -1.523 -0.480
Si 1.670 -1.120 0.323
Si 2.433 0.896 -0.338
C -1.474 1.084 0.680
C -1.907 0.102 -0.422
H 2.021 -1.224 1.841
H 1.749 1.711 0.574
H -1.208 -2.048 -1.850
H -0.468 1.586 0.433
H -2.249 1.931 0.644
H -2.960 0.025 -0.239
H -1.408 -2.479 0.484
H -1.944 0.759 -1.370
H -1.457 0.897 1.723
H 1.634 0.903 -1.586
H 2.644 -2.324 0.126
H 3.816 0.824 -0.544
*
```

Atomic partial charges in e from the Löwdin method, atoms 1 to 8: 0.539, 0.286, 0.396, -0.226, -0.463, -0.144, -0.131, -0.112



2.
DFT (wB97M-V/def2-TZVPD) results for 6 unconnected molecules or ions with the total composition C34H57BBrFN5O5P2.

Its relative energy (zero: lowest compared OMol25 entry of this formula, charge and spin) is 7.634 eV. The calculation puts the strongest force on any atom at 4.44 eV/A. As for the HOMO-LUMO gap: 6.24 eV. The highest occupied orbital energy is -4.5300 eV.

```
! wB97M-V def2-TZVPD RIJCOSX def2/J DEFGRID3
* xyz -1 1
Br -11.524 -0.748 0.738
P -6.001 -1.857 0.932
P -9.476 -1.026 1.697
F -9.387 -2.355 -1.239
O -9.319 -0.008 3.123
O -7.573 1.479 -1.473
O -7.135 -2.732 -0.109
O -6.794 -0.306 0.736
O -9.564 1.923 0.097
N 11.223 3.843 -8.618
N -0.474 4.501 0.177
N 7.323 -0.144 3.155
N -5.485 -5.558 2.870
N 5.536 1.628 -4.114
C -8.131 -1.777 -0.698
C 1.076 -1.466 1.797
C 10.804 2.149 -7.241
C 7.560 0.864 -4.626
C 8.536 -0.671 3.515
C -2.640 -2.418 1.062
C 4.460 2.089 -0.209
C 2.441 0.719 0.976
C -1.868 3.100 1.194
C 7.346 2.076 -5.325
C 6.086 2.523 -4.994
C -3.384 -2.477 -0.397
C 6.425 0.610 -3.888
C 6.322 -0.852 3.767
C -1.679 3.856 0.060
C -4.772 -1.612 -0.509
C 4.034 1.157 1.075
C -4.174 -5.743 3.224
C -5.491 -6.614 4.826
C -8.976 3.175 0.665
C -0.737 3.290 2.023
C -1.486 -1.253 1.052
C 12.436 3.316 -8.258
C 10.222 3.134 -8.006
C -8.226 -0.469 0.321
C -6.295 -6.091 3.839
C 2.405 -0.927 0.967
C 6.904 -1.838 4.532
C 12.206 2.265 -7.400
C -0.036 -1.897 0.640
C -4.148 -6.394 4.437
C 8.306 -1.722 4.373
C -8.573 3.008 2.275
C 0.109 4.157 1.368
B -8.487 1.033 -0.379
H -2.624 -1.986 -1.176
H 5.499 1.766 -0.664
H -2.729 2.477 1.402
H -3.258 -6.680 4.982
H 3.344 -1.424 1.471
H -10.113 -0.124 3.730
H -5.834 -7.103 5.729
H 9.065 -2.341 4.834
H -3.491 -3.612 -0.748
H 2.397 -1.291 -0.169
H 7.188 0.644 2.535
H 3.669 1.931 -1.083
H 9.184 3.392 -8.167
H -7.993 2.318 -1.861
H 1.074 4.559 1.648
H -8.053 3.566 0.060
H 1.361 -2.413 2.442
H 1.912 1.089 -0.003
H 13.357 3.735 -8.642
H -7.739 2.167 2.422
H -2.066 -3.458 1.185
H -2.296 3.992 -0.818
H 6.377 -2.562 5.139
H 4.167 1.770 2.062
H 0.243 -1.491 -0.439
H 9.457 -0.252 3.132
H -0.558 2.842 2.992
H -5.382 -3.124 1.324
H 12.965 1.646 -6.939
H -5.805 -5.101 2.026
H -0.078 5.130 -0.509
H -9.850 3.981 0.591
H -5.325 -1.998 -1.493
H -5.138 -1.094 1.844
H 11.088 4.631 -9.238
H 4.760 0.238 1.125
H 0.652 -0.569 2.437
H -7.588 -1.333 -1.641
H -3.374 -5.396 2.584
H -3.354 -2.340 1.986
H 5.537 3.401 -5.306
H -4.595 -0.448 -0.706
H 1.903 1.204 1.914
H -0.007 -3.067 0.586
H -9.570 2.623 2.799
H -6.790 -2.072 2.148
H 4.617 1.705 -3.698
H 6.176 -0.206 -3.222
H -8.275 4.027 2.780
H 4.560 3.232 0.077
H -1.764 -0.360 0.310
H 5.284 -0.595 3.606
H -1.501 -0.752 2.135
H 8.035 2.568 -5.999
H -7.372 -6.051 3.744
H 10.277 1.425 -6.634
H 8.446 0.244 -4.657
*
```

Atomic partial charges in e from the Löwdin method, atoms 1 to 8: 0.211, 0.453, 0.662, -0.104, -0.421, 0.044, -0.340, -0.377